{"formula": "C30H41Br2FN4O6P2S2", "method": "the ωB97M-V functional and the def2-TZVPD basis", "species": ["Br", "Br", "S", "S", "P", "P", "F", "O", "O", "O", "O", "O", "O", "N", "N", "N", "N", "C", "C", "C", "C", "C", "C", "C", "C", "C", "C", "C", "C", "C", "C", "C", "C", "C", "C", "C", "C", "C", "C", "C", "C", "C", "C", "C", "C", "C", "C", "H", "H", "H", "H", "H", "H", "H", "H", "H", "H", "H", "H", "H", "H", "H", "H", "H", "H", "H", "H", "H", "H", "H", "H", "H", "H", "H", "H", "H", "H", "H", "H", "H", "H", "H", "H", "H", "H", "H", "H", "H"], "xyz": [[-3.550385, 3.363533, 2.762202], [-4.363123, 2.646006, -0.421258], [-1.326412, -5.140023, -4.004007], [-0.241932, -2.379138, -4.682703], [-1.465071, -0.517150, -0.156803], [-1.210045, 1.512935, -0.977785], [-1.008540, 3.157418, -1.569016], [0.455474, 1.370235, -0.602560], [6.737070, 1.042889, 3.427229], [-5.708977, -0.347675, 1.100709], [-6.397579, -2.328688, 0.567647], [-0.432834, -1.618903, -1.017894], [6.306556, 2.013373, 5.312825], [2.619551, -4.352672, -1.143806], [-6.559349, -1.121845, 0.686246], [6.159352, 1.109250, 4.502979], [0.741909, -4.163129, -2.562882], [-8.077097, 0.806356, 0.411178], [0.263570, -4.547105, -1.241303], [-8.871006, -1.418880, -0.132104], [3.293788, 0.922756, -2.907826], [5.042481, -1.024253, 3.953764], [3.834446, 2.443855, -0.860231], [-9.321537, 1.327653, 0.073377], [3.419579, -1.976092, 5.460468], [1.475302, -4.643432, -0.297205], [2.774197, 1.356614, -1.448495], [-0.207606, -3.948355, -3.664710], [-1.896189, 1.039812, -2.693070], [1.313677, 2.090784, -1.531257], [-7.861033, -0.566536, 0.310449], [-10.337690, 0.480582, -0.359440], [-10.113032, -0.888996, -0.465015], [-1.516245, -1.213213, -4.002730], [4.515756, 0.091006, 6.040737], [5.749370, 2.772245, 0.964497], [-2.173814, 2.561369, 1.578823], [4.136704, -2.031631, 4.268848], [2.189121, -4.060480, -2.488909], [5.223083, 0.034858, 4.841205], [5.046616, 1.722588, -0.044836], [6.149069, 1.245882, -1.114958], [3.610080, -0.919372, 6.346155], [-0.708628, 2.310744, 2.151983], [-3.262068, -1.129086, -0.427135], [-2.504427, 2.254782, 0.237524], [-0.856785, 0.225473, -3.610928], [7.100007, 0.982432, -0.514649], [5.731608, 0.327341, -1.649622], [-0.605625, 0.745733, -4.604541], [3.933293, 1.788041, -3.324610], [3.986317, -2.859171, 3.583563], [4.562549, 0.838208, 0.498029], [-2.081333, 2.047240, -3.234580], [-7.294257, 1.476637, 0.750244], [-0.851274, -4.699323, -1.091144], [3.049390, -0.882022, 7.274263], [0.997777, 2.033155, -2.624991], [-0.555907, 1.166152, 2.225578], [2.425606, 0.786888, -3.645756], [5.592742, -1.077498, 3.020611], [-3.518478, -1.759785, 0.506212], [-2.036126, -1.680322, -3.096304], [6.323967, 2.098640, -1.852920], [6.891855, 2.741094, 0.793921], [-2.926692, 0.535377, -2.645909], [-2.340219, -0.978603, -4.774677], [4.654952, 0.908806, 6.739079], [0.109317, -0.024225, -3.027455], [3.265928, 3.054965, -0.057561], [-4.017618, -0.277188, -0.445280], [4.204253, 3.148540, -1.677076], [0.133433, 2.769041, 1.537129], [-11.310441, 0.889977, -0.614934], [5.595870, 2.491731, 2.066483], [3.929365, -0.021748, -2.857513], [1.501799, 3.182306, -1.264693], [-0.565987, 2.699809, 3.230800], [-8.708712, -2.487552, -0.218641], [-3.364022, -1.808094, -1.345233], [1.397176, -4.892263, 0.806050], [-9.501453, 2.394688, 0.150947], [5.386853, 3.851203, 0.763509], [-10.908330, -1.544326, -0.804362], [0.498208, -1.438394, -0.734554], [2.849969, -3.797678, -3.387754], [2.707512, -2.760204, 5.699765], [2.671382, 0.464054, -0.721407]], "forces_ev_per_a": [[1.4701, -0.7480, -0.8667], [1.9869, -0.4832, 0.2517], [1.5876, 1.6940, 0.5487], [0.4006, -0.4758, 0.5353], [0.3724, -1.5446, 2.0902], [-0.7141, 0.6159, -1.4286], [0.2083, -1.3520, 0.8386], [-2.1946, 1.2084, -1.8255], [-0.2186, -0.0731, 0.5943], [-0.5918, -0.3306, -0.0489], [-0.0560, 0.5841, 0.0396], [-0.4511, 1.3632, 0.1848], [-0.0967, -0.4588, -0.4112], [-2.6781, 0.4701, -2.5112], [0.4703, -0.2286, 0.1708], [0.4243, 0.4284, -0.0547], [0.9560, -0.1686, 1.9920], [0.0734, 0.1024, 0.0397], [2.9977, 0.0013, 1.1393], [-0.0092, -0.0989, -0.0075], [-0.1857, 0.3672, 0.0388], [0.0283, -0.0137, -0.1079], [-0.6494, -1.0323, 1.8313], [-0.0055, -0.2737, -0.0392], [0.0241, 0.0244, -0.0104], [-2.8614, 1.0150, -5.9714], [0.1558, 1.1437, -0.3047], [-1.2243, -0.9757, 0.3416], [-0.1076, 1.8995, -1.8969], [2.8950, -0.2099, -0.8180], [-0.7740, 0.3174, -0.2273], [0.0332, -0.0076, 0.0071], [0.1671, 0.1915, 0.0769], [-0.9649, 1.0777, 0.9181], [-0.0147, 0.0667, 0.0703], [0.2564, -0.1631, -0.1031], [0.0894, -0.4994, -2.5818], [-0.0077, 0.1773, 0.1922], [-1.1012, -0.7360, 3.9508], [-0.5745, -0.6193, 0.1883], [0.0641, 1.1836, -1.1084], [-0.6478, -0.4124, 1.1178], [0.1176, -0.0456, -0.2362], [-0.2180, -0.5007, 1.0622], [0.0417, -0.7538, -0.0588], [0.1529, 0.7160, 2.9744], [0.1093, -1.7307, 0.4081], [-1.3713, 0.3102, -1.3313], [0.9215, 1.2443, 0.5204], [-0.3314, -0.5086, 1.7288], [-0.9077, -1.4830, 0.5600], [0.0583, 0.1239, 0.0460], [0.9527, 1.1896, -0.6092], [0.1316, -1.6273, 0.9057], [0.0285, -0.2642, -0.0101], [1.8534, 0.3137, -0.2004], [0.0966, 0.0356, -0.1027], [-0.1092, 0.0625, 1.6307], [-0.1952, 1.8018, -0.3473], [1.2299, -0.1006, 1.0857], [0.0090, 0.1877, 0.1808], [0.4925, 1.0223, -1.5809], [0.9800, 0.6223, -1.2804], [-0.0029, -1.2355, 0.9917], [-1.8164, 0.1626, 0.3216], [1.6596, 0.5108, 0.3478], [1.3778, -0.7961, 0.9200], [0.1160, -0.0300, -0.2398], [-1.5008, 0.5392, -1.0710], [0.8569, -0.7497, -1.3252], [1.2150, -1.0158, -0.1638], [-0.4332, -0.9344, 1.0906], [-1.4256, -0.6020, 0.5275], [0.1207, -0.0492, 0.0235], [0.0370, 0.5954, -1.7538], [-0.9074, 1.2754, -0.2158], [-0.8501, -1.4525, -0.1131], [-0.6257, -0.4459, -1.8077], [0.1698, 0.1823, 0.0910], [0.0624, 1.0690, 1.1692], [0.6583, 0.4210, -1.8260], [0.0727, -0.1243, 0.0066], [0.5431, -1.7416, 0.3911], [0.1325, 0.0441, 0.0432], [-1.1563, -0.2459, -0.1420], [-1.2199, -0.4995, 1.7906], [0.0921, 0.0914, -0.0261], [0.2495, 1.3892, -1.2104]], "e_tot_ha": -8564.7511, "gap_ha": 0.2353, "lumo_ev": -1.2895, "charge": 0, "smiles": "C/C(Br)=C(/Br)P(F)(CCCSC(=S)n1ccnc1)(OC[C@@H](C)CC(C)C)P(C)O.O=[N+]([O-])c1ccccc1.O=[N+]([O-])c1ccccc1", "fmax_ev_per_a": 6.699}